Record 1
C5H8N2 | the ωB97M-V functional and the def2-TZVPD basis

Structure (XYZ):
```
15
Properties=species:S:1:pos:R:3:forces:R:3:lowdin_charge:R:1
H -0.777 -1.786 -1.343 0.2 0.1 0.1 0.061
H 0.858 -2.405 -1.480 0.0 0.0 0.1 0.076
C 0.755 -0.720 -0.146 0.3 -0.2 0.0 -0.221
C -1.268 0.491 -0.010 -0.3 0.1 -0.1 -0.210
H -1.936 -0.235 -0.452 0.0 0.2 0.0 0.117
N -0.159 0.073 0.705 -0.1 0.3 -0.3 -0.094
H 1.125 0.039 -0.852 0.0 -0.7 -0.5 0.125
C -0.301 2.280 0.589 0.1 0.2 0.2 -0.140
H -0.082 -2.714 -0.012 0.0 0.1 -0.1 0.080
C 0.444 1.274 1.100 0.0 0.2 0.0 -0.113
H 1.626 -1.007 0.444 -0.1 -0.1 0.2 0.114
C 0.142 -1.967 -0.778 0.0 0.0 0.0 -0.082
N -1.398 1.776 -0.104 -0.1 -0.2 0.2 0.076
H -0.121 3.345 0.631 -0.1 -0.1 0.2 0.095
H 1.375 1.270 1.652 -0.2 0.0 -0.1 0.115
```
Positions in Å, forces in eV/Å.

The relative energy (zero: lowest compared OMol25 entry of this formula, charge and spin) is 85.1 kJ/mol. The SMILES is CCn1ccnc1.

Record 2
C5H8N2 | the ωB97M-V functional and the def2-TZVPD basis

Structure (XYZ):
```
15
Properties=species:S:1:pos:R:3:forces:R:3:lowdin_charge:R:1
H -1.657 1.031 -1.290 -0.3 0.3 0.1 0.094
H 1.325 -2.108 -0.049 0.1 0.2 0.2 0.110
C -1.259 -1.237 0.510 -0.1 -0.1 0.0 -0.038
H -1.260 2.441 -0.536 0.1 -0.1 0.1 0.085
C 1.150 -1.041 -0.024 0.1 -0.1 0.1 -0.126
C 2.001 0.019 0.044 0.0 -0.1 0.0 -0.101
C 1.214 1.219 -0.032 -0.1 0.0 -0.1 -0.048
N -1.323 1.439 -0.422 0.1 0.2 -0.1 0.091
N -0.143 -0.562 -0.132 0.1 0.1 0.1 -0.132
H -1.309 -2.277 0.183 0.0 0.1 0.0 0.086
H 3.081 -0.042 0.087 -0.1 0.0 0.0 0.090
H 1.589 2.235 -0.041 -0.1 -0.2 -0.1 0.093
H -2.192 -0.726 0.267 0.1 -0.1 0.0 0.074
C -0.087 0.815 -0.164 0.1 -0.2 -0.1 -0.371
H -1.129 -1.204 1.599 -0.1 -0.1 -0.1 0.095
```
Positions in Å, forces in eV/Å.

The relative energy (zero: lowest compared OMol25 entry of this formula, charge and spin) is 57.8 kJ/mol. The SMILES is Cn1cccc1N.

Record 3
C5H8N2 | the ωB97M-V functional and the def2-TZVPD basis

Structure (XYZ):
```
15
Properties=species:S:1:pos:R:3:forces:R:3:lowdin_charge:R:1
N -1.171 -1.223 -0.879 -0.5 -1.0 0.0 0.040
H 2.370 -1.912 0.236 0.0 0.1 0.0 0.086
C -1.960 1.190 -0.326 -0.1 0.1 -0.1 -0.052
C -0.129 0.005 1.034 0.2 -0.2 -0.3 -0.015
H 2.934 -0.307 -0.221 0.0 0.0 0.1 0.079
H -2.731 1.357 0.430 0.0 0.0 0.0 0.084
H -0.310 0.206 2.076 0.0 0.0 0.1 0.112
H -2.449 1.012 -1.282 0.1 0.0 0.1 0.088
C 2.270 -0.846 0.461 0.1 0.0 0.1 -0.055
H -1.320 2.075 -0.388 0.0 0.0 0.0 0.086
C 0.868 -0.419 0.271 -0.1 0.0 0.0 -0.211
C -0.049 -0.492 -1.002 -0.6 0.8 1.0 -0.244
N -1.200 0.004 0.025 1.2 0.2 -1.1 -0.208
H 2.605 -0.674 1.484 0.0 0.0 0.0 0.078
H 0.270 0.023 -1.918 -0.1 0.2 0.1 0.133
```
Positions in Å, forces in eV/Å.

The relative energy (zero: lowest compared OMol25 entry of this formula, charge and spin) is 543.8 kJ/mol.

Record 4
C5H8N2 | the ωB97M-V functional and the def2-TZVPD basis

Structure (XYZ):
```
15
Properties=species:S:1:pos:R:3:forces:R:3:lowdin_charge:R:1
H -1.207 -2.104 1.361 0.2 0.0 0.0 0.117
C 0.376 2.922 -0.147 0.1 0.2 0.0 -0.106
H 0.456 -2.815 -1.422 0.1 0.0 0.2 0.078
C -0.643 -1.282 0.911 0.2 -0.3 -0.3 -0.235
N -1.212 -0.011 1.224 0.0 0.3 -0.5 0.100
N 0.296 -1.414 0.082 -0.4 0.0 0.4 -0.009
H 0.880 3.306 -1.036 0.0 -0.1 0.1 0.069
H 1.713 -2.902 -0.188 -0.1 -0.1 0.0 0.074
H -0.285 3.702 0.242 0.3 0.1 -0.1 0.073
C -0.469 1.725 -0.465 -0.3 0.0 0.2 -0.145
C 0.643 -2.743 -0.344 0.1 -0.3 0.0 -0.142
H -0.898 1.572 -1.453 -0.1 0.2 0.2 0.113
H 1.124 2.696 0.618 -0.1 0.1 -0.1 0.078
H 0.070 -3.531 0.167 0.1 0.0 0.0 0.071
C -0.843 0.877 0.448 -0.2 -0.1 0.0 -0.136
```
Positions in Å, forces in eV/Å.

The relative energy (zero: lowest compared OMol25 entry of this formula, charge and spin) is 233.8 kJ/mol. The SMILES is CC=C=N/C=N/C.

Record 5
C5H8N2 | the ωB97M-V functional and the def2-TZVPD basis

Structure (XYZ):
```
15
Properties=species:S:1:pos:R:3:forces:R:3:lowdin_charge:R:1
C -1.050 -0.113 0.016 0.1 0.1 -0.1 -0.356
H -2.521 -1.591 -0.425 0.0 0.0 0.1 0.071
H 1.402 1.941 -0.647 0.0 0.1 0.4 0.119
N 1.080 -0.109 -0.243 -0.1 -0.2 0.2 -0.211
C -2.459 -0.637 0.096 0.3 0.0 0.0 -0.045
H -3.154 0.059 -0.382 0.1 -0.1 0.1 0.072
N 0.012 -0.915 -0.004 -0.1 0.2 0.0 0.105
C 2.421 -0.516 0.185 0.0 0.0 -0.4 -0.026
H 2.437 -1.562 0.455 -0.5 -0.1 0.3 0.077
H 3.209 -0.449 -0.585 -0.6 0.5 0.1 0.087
H 2.639 0.113 1.043 0.5 -0.2 0.1 0.083
C -0.655 1.242 -0.145 -0.1 -0.1 -0.2 -0.040
H -2.789 -0.782 1.127 0.1 0.0 0.0 0.072
H -1.269 2.131 -0.166 0.0 -0.2 -0.1 0.097
C 0.697 1.188 -0.325 0.2 0.0 -0.4 -0.107
```
Positions in Å, forces in eV/Å.

The relative energy (zero: lowest compared OMol25 entry of this formula, charge and spin) is 72.3 kJ/mol. The SMILES is Cc1ccn(C)n1.

Record 6
C5H8N2 | the ωB97M-V functional and the def2-TZVPD basis

Structure (XYZ):
```
15
Properties=species:S:1:pos:R:3:forces:R:3:lowdin_charge:R:1
C -1.313 -0.543 1.672 -1.3 -0.3 2.0 -0.093
C 1.195 -0.105 1.594 1.8 -1.7 -0.6 -0.378
H 0.458 0.944 2.063 -1.1 -0.4 -1.8 0.265
H 1.158 1.306 -2.913 0.0 -0.1 0.1 0.081
H -2.074 -1.185 1.208 0.8 0.1 -0.8 0.090
H -1.929 0.276 2.056 0.1 0.1 -0.1 0.081
C -0.091 -0.089 0.977 0.3 1.3 1.5 -0.280
H -1.184 0.116 -0.890 0.2 -0.1 0.1 0.130
C 0.727 0.362 -2.562 0.1 0.1 -0.6 -0.136
H -0.307 0.289 -2.942 0.1 0.0 0.3 0.075
H 1.320 -0.436 -3.025 -0.1 0.1 0.1 0.082
N 2.355 -0.238 1.787 -1.2 0.4 0.2 0.151
N 0.878 0.273 -1.136 -0.4 -0.1 -0.1 0.014
C -0.175 0.128 -0.448 0.6 0.7 -0.6 -0.166
H -1.018 -1.099 2.558 0.0 -0.1 0.2 0.083
```
Positions in Å, forces in eV/Å.

The relative energy (zero: lowest compared OMol25 entry of this formula, charge and spin) is 446.6 kJ/mol.

Record 7
C5H8N2 | the ωB97M-V functional and the def2-TZVPD basis

Structure (XYZ):
```
15
Properties=species:S:1:pos:R:3:forces:R:3:lowdin_charge:R:1
H 1.846 -0.617 0.913 1.7 -2.4 1.6 0.057
C -0.391 -0.011 1.224 -0.3 -1.0 -0.2 -0.168
H 0.463 -1.908 -0.275 0.7 -0.2 -0.5 0.112
H -1.312 1.572 -1.545 -0.7 0.6 -1.1 0.079
H 0.829 -0.835 -1.711 -0.2 -0.1 0.0 0.111
N 0.797 0.818 0.927 -1.1 1.3 0.5 -0.123
H 0.710 2.711 0.016 0.5 2.0 -0.5 0.080
C -0.711 1.204 -0.776 0.2 -1.4 1.4 -0.007
N 1.558 -0.114 0.152 -0.1 1.3 -2.2 -0.024
H -1.619 -0.901 -0.289 0.1 0.4 -0.8 0.138
H -1.137 0.459 1.813 -0.7 1.1 0.2 0.103
C 0.225 1.805 -0.070 0.2 -2.7 1.6 -0.041
C -0.730 -0.261 -0.234 -1.8 1.1 -0.2 -0.286
C 0.562 -0.887 -0.659 0.5 -0.8 0.6 -0.167
H -0.311 -1.015 1.734 1.1 1.0 -0.3 0.135
```
Positions in Å, forces in eV/Å.

The relative energy (zero: lowest compared OMol25 entry of this formula, charge and spin) is 318.3 kJ/mol. The SMILES is C1=CN2C[C@@H]1CN2.

Record 8
C5H8N2 | the ωB97M-V functional and the def2-TZVPD basis

Structure (XYZ):
```
15
Properties=species:S:1:pos:R:3:forces:R:3:lowdin_charge:R:1
C -1.580 -0.864 -0.329 0.0 0.0 0.0 -0.183
C -1.501 -0.647 -1.788 0.2 0.3 -1.1 -0.207
H -1.575 -1.948 -0.151 -0.1 0.2 -0.1 0.127
H 2.169 1.743 0.957 -0.2 -0.1 -0.1 0.077
C 0.810 -0.907 0.254 0.3 -0.2 0.1 -0.127
C 0.622 0.544 0.018 0.0 0.1 -0.1 -0.315
H 1.282 -1.287 1.155 0.2 0.1 -0.1 0.109
H 0.586 2.531 0.901 0.0 -0.2 0.0 0.074
H -2.543 -0.498 0.049 0.2 0.1 -0.2 0.120
H 0.710 0.844 -1.030 -0.4 -0.1 0.2 0.135
H 0.933 -1.521 -0.640 0.1 0.0 0.2 0.113
N -1.384 -0.449 -2.923 -0.1 -0.2 1.2 0.144
N -0.488 -0.310 0.457 -0.1 -0.1 0.2 -0.088
H 0.871 1.201 2.038 0.0 0.0 -0.1 0.079
C 1.089 1.567 1.031 -0.1 0.0 0.0 -0.057
```
Positions in Å, forces in eV/Å.

The relative energy (zero: lowest compared OMol25 entry of this formula, charge and spin) is 172.9 kJ/mol. The SMILES is C[C@H]1CN1CC#N.

Record 9
C5H8N2 | the ωB97M-V functional and the def2-TZVPD basis

Structure (XYZ):
```
15
Properties=species:S:1:pos:R:3:forces:R:3:lowdin_charge:R:1
H -0.566 1.346 -1.394 0.0 -0.2 0.1 0.074
C 0.233 0.007 1.078 -1.5 0.2 1.4 -0.346
H 1.219 -0.492 -1.410 -0.1 -0.1 0.1 0.115
H -1.664 0.073 -1.947 0.0 0.1 0.2 0.081
H -1.303 -1.203 0.198 0.1 0.0 -0.3 0.135
H -2.097 1.073 -0.546 0.1 -0.1 -0.1 0.083
C -0.594 -0.445 -0.150 0.5 -0.7 0.6 -0.308
H -0.239 -0.201 2.157 1.1 0.5 -2.4 0.176
C -1.266 0.572 -1.056 0.0 0.0 0.1 -0.074
C 0.754 -1.062 -0.594 0.4 -0.6 -0.7 -0.160
H 0.764 -2.131 -0.836 -0.1 0.2 -0.2 0.105
C 0.518 1.486 1.040 -0.1 0.2 3.5 -0.157
N 0.607 2.176 1.979 0.3 0.8 -1.8 0.163
N 1.378 -0.808 0.732 -0.3 -0.3 -0.6 -0.001
H 2.284 -0.340 0.697 -0.5 -0.1 0.2 0.112
```
Positions in Å, forces in eV/Å.

The relative energy (zero: lowest compared OMol25 entry of this formula, charge and spin) is 249.7 kJ/mol.